One molecule with the formula C5H7N at a distorted geometry, computed with ωB97M-V/def2-TZVPD.

Summary:
Multiplicity: 1
HOMO level in eV: -8.04
F_max in eV/A: 1.14
Kohn-Sham gap in eV: 9.1
ΔE to the lowest compared entry with this formula, charge and spin in eV: 3.473

Geometry as XYZ:
```
13
Properties=species:S:1:pos:R:3:forces:R:3:nbo_charge:R:1
C 0.605 0.851 0.883 0.1 0.2 0.0 -0.38
C -0.773 0.185 0.880 -0.5 -0.1 0.1 -0.37
C -0.179 0.785 -0.383 -0.1 0.1 -0.2 -0.26
C -0.041 -0.439 -1.252 -0.1 0.2 -0.2 -0.24
N 0.161 -1.501 -0.258 -0.2 0.2 0.5 -0.62
C -0.475 -1.270 0.914 0.8 0.3 0.4 0.14
H 0.638 1.809 1.390 0.0 -0.1 -0.1 0.23
H 1.488 0.232 1.047 -0.3 0.1 -0.1 0.21
H -1.565 0.645 1.456 0.1 -0.1 0.0 0.23
H -0.561 1.700 -0.812 -0.1 0.0 0.0 0.23
H 0.662 -0.463 -2.085 0.3 0.1 0.3 0.21
H 1.079 -1.890 -0.117 -0.2 -1.0 -0.6 0.41
H -1.038 -0.644 -1.663 0.2 0.1 -0.3 0.20
```
Positions in Å, forces in eV/Å.



A 2-piece molecular cluster, C5H7N overall at a distorted geometry, computed with ωB97M-V/def2-TZVPD.

Summary:
Multiplicity: 1
HOMO level in eV: -7.32
F_max in eV/A: 2.54
Kohn-Sham gap in eV: 8.1
ΔE to the lowest compared entry with this formula, charge and spin in eV: 5.676

Geometry as XYZ:
```
13
Properties=species:S:1:pos:R:3:forces:R:3:nbo_charge:R:1
C 2.837 -1.478 1.293 0.0 -0.9 1.0 -0.25
C 2.575 -0.365 1.009 0.0 1.6 -0.9 -0.20
C -0.428 -0.245 -0.677 1.0 1.0 -0.3 0.24
C -0.856 -1.141 0.384 -2.2 1.2 -0.3 -0.71
C -1.078 1.857 -1.845 0.9 1.1 0.8 -0.37
N -0.809 0.813 -1.106 0.3 0.4 -0.8 -0.27
H 2.888 -2.197 2.031 0.4 -1.7 0.5 0.22
H -0.105 -1.230 1.107 1.1 0.6 1.4 0.26
H -1.831 -0.739 0.750 0.6 -0.9 0.4 0.21
H -0.893 -2.148 0.083 -0.6 -1.2 -0.9 0.25
H -1.271 1.654 -2.885 -0.5 0.0 0.0 0.20
H 2.466 0.616 0.692 -0.3 1.1 -0.5 0.23
H -0.735 2.927 -1.569 -0.6 -2.2 -0.1 0.20
```
Positions in Å, forces in eV/Å.



One molecule with the formula C5H7N, computed with ωB97M-V/def2-TZVPD.

Summary:
Multiplicity: 1
HOMO level in eV: -7.77
F_max in eV/A: 0.47
Kohn-Sham gap in eV: 8.4
ΔE to the lowest compared entry with this formula, charge and spin in eV: 3.406

Geometry as XYZ:
```
13
Properties=species:S:1:pos:R:3:forces:R:3:nbo_charge:R:1
C -1.227 0.780 0.604 -0.1 0.4 0.0 -0.58
C -0.682 -1.219 -0.062 0.4 -0.2 -0.1 -0.05
C -0.581 0.121 -0.692 -0.3 0.0 0.1 -0.19
N 0.840 0.421 -0.870 0.0 0.0 0.3 -0.56
C 1.518 -0.487 -0.154 -0.1 0.1 -0.1 0.11
C 0.652 -1.417 0.395 0.0 -0.3 0.0 -0.47
H -1.231 0.145 1.499 0.1 0.1 -0.4 0.25
H -0.666 1.682 0.837 -0.1 0.2 0.0 0.21
H -2.271 0.994 0.382 0.1 0.1 0.0 0.23
H -1.161 0.415 -1.570 0.1 -0.3 0.2 0.22
H 1.249 1.188 -1.381 -0.1 -0.1 0.2 0.41
H 2.601 -0.426 -0.072 -0.2 0.0 0.0 0.21
H 0.958 -2.196 1.083 0.1 -0.1 -0.3 0.22
```
Positions in Å, forces in eV/Å.



One molecule with the formula C5H7N, computed with ωB97M-V/def2-TZVPD.

Summary:
Multiplicity: 1
HOMO level in eV: -8.86
F_max in eV/A: 0.77
SMILES: CC1=NC=CC1
Kohn-Sham gap in eV: 9.8
ΔE to the lowest compared entry with this formula, charge and spin in eV: 0.846

Geometry as XYZ:
```
13
Properties=species:S:1:pos:R:3:forces:R:3:nbo_charge:R:1
C -1.360 0.964 1.021 0.0 0.1 0.1 -0.66
C -0.208 0.244 0.415 0.2 0.3 0.2 0.31
N 0.968 0.211 0.940 -0.2 0.2 -0.2 -0.45
C 1.810 -0.410 -0.016 0.2 -0.1 -0.2 -0.04
C 1.159 -0.798 -1.123 0.1 -0.2 0.2 -0.25
C -0.288 -0.532 -0.861 -0.1 0.0 0.2 -0.53
H -0.997 1.545 1.867 -0.1 0.0 0.0 0.24
H -1.789 1.645 0.278 0.0 0.0 0.1 0.22
H -2.161 0.299 1.356 0.1 0.0 0.0 0.23
H 2.865 -0.499 0.211 -0.1 0.0 -0.1 0.20
H 1.590 -1.194 -2.033 -0.1 -0.2 0.2 0.22
H -0.898 -0.142 -1.682 0.1 0.0 0.3 0.24
H -0.777 -1.430 -0.417 0.1 -0.1 -0.8 0.26
```
Positions in Å, forces in eV/Å.



One molecule with the formula C5H7N, computed with ωB97M-V/def2-TZVPD.

Summary:
Multiplicity: 1
HOMO level in eV: -8.98
F_max in eV/A: 0.55
Kohn-Sham gap in eV: 9.3
ΔE to the lowest compared entry with this formula, charge and spin in eV: 3.886

Geometry as XYZ:
```
13
Properties=species:S:1:pos:R:3:forces:R:3:nbo_charge:R:1
C -0.117 -0.044 -1.501 0.0 -0.1 0.0 -0.62
C 0.351 0.633 -0.222 0.0 0.0 -0.1 -0.26
C -0.653 0.709 0.936 -0.1 0.0 -0.1 -0.52
C 1.013 -0.119 0.871 -0.1 0.0 -0.1 -0.16
C 0.806 -1.547 0.887 0.0 -0.1 0.1 0.17
N 0.824 -2.704 0.952 -0.1 0.5 -0.1 -0.31
H 0.743 -0.274 -2.140 -0.2 0.0 0.1 0.23
H -0.793 0.609 -2.066 0.1 -0.1 0.1 0.22
H -0.634 -0.986 -1.284 0.1 0.2 0.0 0.22
H 0.823 1.601 -0.414 -0.1 -0.2 0.1 0.22
H -1.533 0.074 0.826 0.2 0.1 0.0 0.24
H -0.838 1.722 1.302 0.1 -0.3 0.0 0.26
H 0.008 0.326 1.851 0.0 -0.1 0.0 0.31
```
Positions in Å, forces in eV/Å.



C5H7N as an isolated structure at a distorted geometry, computed with ωB97M-V/def2-TZVPD.

Summary:
Multiplicity: 1
HOMO level in eV: -9.03
F_max in eV/A: 1.13
Kohn-Sham gap in eV: 9.0
ΔE to the lowest compared entry with this formula, charge and spin in eV: 4.596

Geometry as XYZ:
```
13
Properties=species:S:1:pos:R:3:forces:R:3:nbo_charge:R:1
N 2.404 -0.081 1.579 -0.7 -0.1 -0.9 -0.33
C 1.720 -0.201 0.651 0.6 0.1 0.8 0.27
C 0.824 -0.308 -0.516 0.0 -0.1 -0.1 -0.43
C -0.521 -0.931 -0.099 0.0 -0.1 0.0 -0.38
C -1.199 0.347 0.384 0.0 -0.1 0.2 -0.48
C 0.284 1.032 -1.046 0.1 0.0 0.2 -0.22
H 1.348 -0.858 -1.306 -0.1 0.1 0.1 0.26
H -1.028 -1.307 -0.992 0.1 0.1 0.1 0.23
H -0.453 -1.735 0.638 0.0 0.2 -0.1 0.23
H -2.292 0.358 0.420 0.2 0.0 0.0 0.24
H -0.775 0.748 1.306 -0.1 -0.1 -0.2 0.23
H 0.711 1.865 -0.462 -0.1 -0.1 -0.1 0.16
H -1.023 1.070 -0.556 0.0 0.1 -0.1 0.23
```
Positions in Å, forces in eV/Å.



One molecule with the formula C5H7N at a distorted geometry, computed with ωB97M-V/def2-TZVPD.

Summary:
Multiplicity: 1
HOMO level in eV: -11.05
F_max in eV/A: 1.10
SMILES: N#CCC1CC1
Kohn-Sham gap in eV: 12.0
ΔE to the lowest compared entry with this formula, charge and spin in eV: 1.052

Geometry as XYZ:
```
13
Properties=species:S:1:pos:R:3:forces:R:3:nbo_charge:R:1
N -0.576 3.117 -0.136 0.1 -1.0 -0.4 -0.33
C -0.433 2.055 -0.571 -0.1 0.9 0.4 0.29
C -0.232 0.687 -1.068 0.1 0.0 0.0 -0.51
C -0.497 -0.336 0.023 -0.1 0.0 0.0 -0.22
C 0.410 -0.378 1.216 0.0 0.1 0.1 -0.42
C 0.438 -1.496 0.213 0.1 -0.2 -0.1 -0.41
H 0.800 0.607 -1.430 -0.1 0.0 0.1 0.25
H -0.886 0.523 -1.931 0.1 0.0 0.1 0.25
H -1.552 -0.521 0.211 0.2 0.0 0.0 0.22
H -0.038 -0.556 2.189 0.1 0.0 -0.2 0.22
H 1.248 0.315 1.232 -0.1 -0.1 0.0 0.22
H 1.304 -1.565 -0.441 -0.2 0.0 0.1 0.21
H 0.014 -2.456 0.492 0.1 0.2 0.0 0.22
```
Positions in Å, forces in eV/Å.



One molecule with the formula C5H7N at a distorted geometry, computed with ωB97M-V/def2-TZVPD.

Summary:
Multiplicity: 1
HOMO level in eV: -7.99
F_max in eV/A: 3.39
Kohn-Sham gap in eV: 9.0
ΔE to the lowest compared entry with this formula, charge and spin in eV: 4.169

Geometry as XYZ:
```
13
Properties=species:S:1:pos:R:3:forces:R:3:nbo_charge:R:1
C 0.457 -1.239 -0.031 0.3 -0.6 0.4 -0.44
C 1.510 -0.414 -0.715 0.3 0.1 -0.2 -0.16
C 1.004 0.762 -0.349 0.0 -0.4 0.4 -0.21
C -2.182 1.249 0.392 -2.8 1.6 1.1 -0.10
N -1.429 0.336 -0.044 0.3 0.1 -0.7 -0.54
C -0.131 0.104 0.455 1.6 -0.7 -0.3 -0.08
H 0.804 -1.878 0.787 0.0 -0.1 -0.2 0.21
H -0.201 -1.821 -0.687 0.1 0.1 0.1 0.21
H 2.389 -0.700 -1.279 0.0 0.0 0.0 0.21
H 1.332 1.784 -0.477 -0.2 0.1 0.0 0.21
H -1.831 1.455 1.403 0.2 0.5 0.5 0.08
H -1.630 0.093 -0.990 0.4 -0.7 -0.8 0.39
H -0.090 0.270 1.535 -0.2 0.0 -0.2 0.21
```
Positions in Å, forces in eV/Å.



C5H7N as an isolated structure at a distorted geometry, computed with ωB97M-V/def2-TZVPD.

Summary:
Multiplicity: 1
HOMO level in eV: -8.30
F_max in eV/A: 2.87
Kohn-Sham gap in eV: 9.3
ΔE to the lowest compared entry with this formula, charge and spin in eV: 2.428

Geometry as XYZ:
```
13
Properties=species:S:1:pos:R:3:forces:R:3:nbo_charge:R:1
C 2.223 -0.043 0.117 -0.1 0.0 -0.2 -0.66
C 0.752 0.025 -0.032 -0.1 1.3 -0.4 0.25
C -0.174 1.011 -0.193 1.0 0.0 0.3 -0.36
C -2.564 -0.031 0.087 -0.1 0.0 0.0 -0.46
N -0.131 -1.053 0.177 -2.8 0.7 0.1 -0.64
C -1.255 0.079 0.001 1.4 -2.0 0.2 0.18
H -0.259 -1.706 -0.588 0.5 -0.2 -0.1 0.36
H -0.142 2.076 -0.313 0.1 0.2 0.1 0.22
H 2.660 0.951 0.069 0.0 0.0 0.0 0.23
H 2.473 -0.499 1.076 0.0 0.0 0.0 0.24
H 2.659 -0.668 -0.665 0.1 0.0 0.0 0.23
H -3.190 0.847 0.131 0.0 0.1 -0.3 0.21
H -3.053 -0.991 0.132 0.1 -0.1 0.3 0.21
```
Positions in Å, forces in eV/Å.